## 1
Density functional theory data (wB97M-V/def2-TZVPD) for a 2-piece molecular cluster, C5H11NO2 overall.

Geometry as XYZ:
```
19
Properties=species:S:1:pos:R:3:lowdin_charge:R:1
C -1.612 -1.062 -0.320 -0.034
C -2.496 0.035 0.217 -0.369
O -3.874 -0.151 0.215 0.016
C -1.950 1.133 0.653 -0.129
O -1.365 2.056 1.077 0.147
H -0.565 -0.784 -0.204 0.048
H -1.823 -1.232 -1.377 0.083
H -1.800 -1.985 0.229 0.085
H -4.089 -0.761 -0.500 0.097
C 2.412 -0.699 0.562 -0.143
N 1.312 0.206 0.291 -0.214
C 1.622 1.164 -0.753 -0.139
H 2.606 -1.287 -0.337 0.077
H 2.127 -1.375 1.366 0.076
H 3.343 -0.186 0.843 0.075
H 1.073 0.710 1.142 0.100
H 2.526 1.755 -0.547 0.077
H 0.779 1.842 -0.871 0.070
H 1.773 0.623 -1.688 0.078
```

For the HOMO energy, the calculation gives -0.2960 Ha. As for the total charge: 0.

## 2
Density functional theory data (wB97M-V/def2-TZVPD) for C5H11NO2 as an isolated structure.

Geometry as XYZ:
```
19
Properties=species:S:1:pos:R:3:lowdin_charge:R:1
C -1.751 -1.022 0.637 -0.141
C -0.620 1.856 -0.034 -0.066
C 0.889 -1.934 -0.141 -0.080
N 1.953 0.841 -0.734 -0.062
C 0.036 0.558 -0.214 -0.134
C 0.121 -0.686 -0.063 -0.156
O 2.523 1.589 0.338 -0.160
O -2.875 -0.377 0.140 -0.081
H 3.205 1.002 0.692 0.074
H -2.818 -0.293 -0.821 0.099
H 1.825 1.531 -1.480 0.051
H -1.808 -2.092 0.430 0.077
H -1.652 -0.813 1.697 0.092
H -1.521 1.797 0.579 0.080
H 0.089 2.524 0.467 0.082
H -0.876 2.296 -1.003 0.088
H 0.928 -2.427 0.834 0.086
H 1.915 -1.735 -0.456 0.070
H 0.438 -2.615 -0.868 0.084
```

For the HOMO energy, the calculation gives -0.2776 Ha. As for the total charge: 0.

1 comes first in stability; the runner-up is 408.7 kJ/mol higher.

## 1
Density functional theory data (wB97M-V/def2-TZVPD) for one molecule with the formula C5H11NO2.

Geometry as XYZ:
```
19
Properties=species:S:1:pos:R:3:lowdin_charge:R:1
C -1.987 0.706 0.802 -0.093
C -0.700 0.078 1.228 -0.101
C 0.236 -0.577 0.488 -0.268
C 1.441 -1.164 1.184 -0.060
C 0.426 -0.383 -0.963 -0.276
N -0.589 -0.903 -1.804 0.099
O 0.423 1.271 -0.978 -0.186
O 1.735 1.896 -0.926 -0.060
H -2.084 0.849 -0.275 0.053
H -2.838 0.108 1.146 0.080
H -2.071 1.704 1.239 0.080
H -0.570 0.056 2.308 0.105
H 2.286 -0.471 1.118 0.086
H 1.247 -1.359 2.242 0.076
H 1.726 -2.114 0.723 0.079
H 1.403 -0.719 -1.315 0.144
H -1.481 -0.468 -1.599 0.068
H -0.370 -0.725 -2.777 0.088
H 1.768 2.218 -1.842 0.086
```

For the HOMO energy, the calculation gives -0.3173 Ha. As for the total charge: 0.

## 2
Density functional theory data (wB97M-V/def2-TZVPD) for one molecule with the formula C5H11NO2.

Geometry as XYZ:
```
19
Properties=species:S:1:pos:R:3:lowdin_charge:R:1
H -1.433 -0.429 -2.572 0.057
N -1.427 -1.266 -1.979 0.131
C -1.186 -0.867 -0.778 -0.524
C -1.126 -1.851 0.343 -0.020
O -1.021 0.447 -0.610 -0.045
C -0.568 1.058 0.621 -0.117
C 0.946 1.307 0.568 -0.395
C 1.772 0.083 0.195 -0.040
O 1.222 2.330 -0.394 -0.043
H -0.676 -1.467 1.256 0.056
H -2.139 -2.196 0.568 0.093
H -0.524 -2.709 0.027 0.094
H -0.864 0.484 1.501 0.116
H -1.090 2.020 0.685 0.135
H 1.277 1.687 1.540 0.147
H 2.840 0.327 0.219 0.087
H 1.594 -0.748 0.881 0.079
H 1.564 -0.246 -0.829 0.088
H 0.840 2.035 -1.241 0.099
```

For the HOMO energy, the calculation gives -0.3567 Ha. As for the total charge: 0.

## 3
Density functional theory data (wB97M-V/def2-TZVPD) for one molecule with the formula C5H11NO2.

Geometry as XYZ:
```
19
Properties=species:S:1:pos:R:3:lowdin_charge:R:1
C -0.149 -1.352 2.005 -0.128
N 0.761 -0.551 1.110 -0.113
C 0.291 0.237 -0.018 -0.386
C -0.267 1.559 0.463 -0.243
O -0.398 2.520 -0.627 -0.099
C -0.572 -0.338 -1.210 -0.113
C 0.410 -0.845 -2.295 -0.266
O 0.192 -0.626 -3.459 0.054
H 0.131 -2.443 2.066 0.068
H -1.235 -1.308 1.562 0.092
H -0.116 -0.900 3.132 0.106
H 1.628 -1.113 0.908 0.120
H 1.197 0.723 -0.776 0.196
H 0.274 1.985 1.353 0.132
H -1.337 1.407 0.790 0.130
H 0.428 3.034 -0.682 0.091
H -1.193 0.572 -1.503 0.127
H -1.293 -1.146 -0.903 0.119
H 1.246 -1.415 -1.916 0.112
```

For the HOMO energy, the calculation gives -0.3278 Ha. As for the total charge: 0.

## 4
Density functional theory data (wB97M-V/def2-TZVPD) for one molecule with the formula C5H11NO2.

Geometry as XYZ:
```
19
Properties=species:S:1:pos:R:3:lowdin_charge:R:1
C 0.449 0.955 -1.232 -0.047
C -0.346 -0.297 -0.634 -0.312
C -1.797 0.034 -0.608 -0.401
O -2.703 0.506 0.118 0.074
O -2.254 -0.552 -1.781 0.076
N 0.144 -0.528 0.725 -0.230
C 0.275 0.537 1.724 -0.136
C 1.560 -1.206 0.644 -0.049
H 1.536 0.852 -0.852 0.070
H -0.230 2.011 -1.086 0.152
H 0.555 1.030 -2.396 0.090
H -0.072 -1.253 -1.094 0.142
H -3.168 -0.708 -1.787 0.083
H -0.663 1.117 1.958 0.088
H 0.300 0.082 2.690 0.068
H 0.974 1.411 1.496 0.100
H 2.246 -0.490 0.186 0.059
H 2.096 -1.344 1.608 0.083
H 1.099 -2.155 0.321 0.094
```

For the HOMO energy, the calculation gives -0.3235 Ha. As for the total charge: 0.

2 comes first in stability; the runner-up is 190.6 kJ/mol higher.

## 1
Density functional theory data (wB97M-V/def2-TZVPD) for one molecule with the formula C5H11NO2.

Geometry as XYZ:
```
19
Properties=species:S:1:pos:R:3:lowdin_charge:R:1
C 0.654 -0.978 1.252 -0.046
C -0.253 -0.042 0.514 -0.636
O -0.766 0.762 1.517 -0.065
C -1.252 -0.380 -0.560 -0.094
N -2.540 0.488 -0.650 -0.007
C 0.293 0.357 -0.735 -0.344
C 1.611 -0.314 -1.197 -0.050
O 0.133 1.818 -0.844 -0.051
H 1.843 -0.804 1.538 0.154
H 0.090 -1.055 2.185 0.083
H 0.956 -1.823 0.558 0.077
H -0.030 0.876 2.322 0.214
H -1.644 -1.365 -0.977 0.140
H -2.501 1.430 -1.223 0.112
H -2.596 0.676 0.423 0.086
H 1.937 -0.308 -2.383 0.126
H 2.533 0.171 -0.872 0.064
H 1.772 -1.469 -1.014 0.100
H -0.237 1.958 0.146 0.139
```

For the HOMO energy, the calculation gives -0.3259 Ha. As for the total charge: 0.

## 2
Density functional theory data (wB97M-V/def2-TZVPD) for C5H11NO2 as an isolated structure.

Geometry as XYZ:
```
19
Properties=species:S:1:pos:R:3:lowdin_charge:R:1
C 1.337 0.068 1.348 -0.070
C -1.399 1.322 0.717 -0.092
C 0.200 -0.693 0.763 -0.148
C -1.080 -0.132 0.481 -0.235
H 0.228 -1.767 0.911 0.129
H -1.921 -0.813 0.543 0.117
H 1.088 0.318 2.388 0.097
H 2.255 -0.517 1.330 0.085
H -2.293 1.611 0.158 0.079
H -0.586 1.976 0.390 0.075
H -1.589 1.541 1.773 0.076
H 1.515 1.000 0.810 0.077
C -0.392 -0.384 -1.304 -0.357
O 1.784 0.235 -1.535 -0.112
O -1.257 -1.254 -1.904 0.025
N 0.905 -0.881 -1.172 -0.076
H 2.464 -0.209 -2.057 0.078
H -0.744 -2.072 -2.017 0.109
H -0.513 0.652 -1.624 0.140
```

For the HOMO energy, the calculation gives -0.2659 Ha. As for the total charge: 0.

## 3
Density functional theory data (wB97M-V/def2-TZVPD) for one molecule with the formula C5H11NO2.

Geometry as XYZ:
```
19
Properties=species:S:1:pos:R:3:lowdin_charge:R:1
C 1.207 -1.748 0.261 -0.070
C 0.364 -0.579 -0.243 -0.396
C 1.042 0.150 -1.380 -0.067
C -0.370 0.293 0.770 -0.309
N -1.376 -0.586 1.407 0.053
C -1.118 1.444 0.148 -0.521
O -2.230 1.399 -0.319 0.107
O -0.402 2.554 0.032 0.116
H 1.709 -2.259 -0.625 0.088
H 2.045 -1.465 0.919 0.079
H 0.517 -2.562 0.674 0.097
H -0.621 -0.990 -0.479 0.128
H 1.969 0.753 -1.109 0.111
H 1.383 -0.575 -2.077 0.055
H 0.363 0.842 -1.939 0.090
H 0.208 0.691 1.586 0.147
H -2.056 -0.597 0.681 0.050
H -1.860 -0.062 2.163 0.101
H -0.772 3.296 -0.473 0.141
```

For the HOMO energy, the calculation gives -0.3686 Ha. As for the total charge: 0.

## 4
Density functional theory data (wB97M-V/def2-TZVPD) for one molecule with the formula C5H11NO2.

Geometry as XYZ:
```
19
Properties=species:S:1:pos:R:3:lowdin_charge:R:1
C -1.556 1.513 2.340 0.029
N -1.161 0.381 1.717 0.054
O -0.759 0.353 0.297 -0.218
C 0.240 -0.290 -0.240 -0.641
C -0.434 -1.703 -0.218 -0.001
C 1.738 -0.056 0.437 -0.015
C 0.177 0.511 -1.552 -0.139
O 0.830 -0.163 -2.780 -0.141
H -1.794 1.245 3.306 0.026
H -1.793 2.531 1.785 0.121
H 0.091 -2.352 -1.010 0.094
H -0.745 -2.044 0.726 0.061
H -1.302 -1.384 -0.815 0.089
H 1.480 -0.177 1.626 0.100
H 2.687 -0.591 -0.087 0.116
H 1.771 1.163 0.384 0.105
H -0.911 0.882 -1.719 0.154
H 0.748 1.371 -1.690 0.086
H 0.692 -1.190 -2.508 0.117
```

For the HOMO energy, the calculation gives -0.3479 Ha. As for the total charge: 0.

3 comes first in stability; the runner-up is 459.0 kJ/mol higher.

## 1
Density functional theory data (wB97M-V/def2-TZVPD) for one molecule with the formula C5H11NO2.

Geometry as XYZ:
```
19
Properties=species:S:1:pos:R:3:lowdin_charge:R:1
C -2.164 -1.281 -0.244 -0.111
C -0.911 -0.915 0.148 -0.388
C -1.235 0.586 0.914 -0.277
N -1.510 1.499 -0.042 -0.100
C 0.213 -0.924 -0.864 0.014
C 1.441 0.029 -0.186 -0.474
O 1.720 1.070 -0.559 0.152
O 2.088 -0.901 0.671 0.050
H -2.832 -1.412 0.425 0.031
H -1.877 -2.156 -0.824 0.104
H -2.518 -0.614 -1.105 0.129
H -0.738 -1.286 1.030 0.081
H -2.034 0.594 1.484 0.056
H -0.388 1.154 1.525 0.141
H -0.565 1.859 -0.800 0.186
H -1.825 2.522 0.079 0.101
H 0.403 -1.828 -0.918 0.018
H -0.047 -0.111 -1.707 0.168
H 2.969 -0.562 0.944 0.119
```

For the HOMO energy, the calculation gives -0.3055 Ha. As for the total charge: 0.

## 2
Density functional theory data (wB97M-V/def2-TZVPD) for one molecule with the formula C5H11NO2.

Geometry as XYZ:
```
19
Properties=species:S:1:pos:R:3:lowdin_charge:R:1
C -0.782 1.378 2.035 -0.068
C -0.352 1.098 0.467 -0.355
C -1.529 0.760 -0.426 -0.109
C 0.656 -0.230 0.338 -0.156
N 0.822 -0.558 -1.092 0.049
C 1.101 -1.890 -1.379 -0.489
O 0.706 -2.792 -0.596 0.025
O 2.048 -2.120 -2.402 0.061
H -1.337 2.334 2.097 0.065
H 0.137 1.310 2.778 0.109
H -1.601 0.736 2.193 0.025
H 0.317 1.905 0.057 0.118
H -2.416 0.755 0.300 0.090
H -1.457 -0.202 -0.925 0.060
H -1.646 1.575 -1.200 0.089
H 1.542 -0.086 0.938 0.100
H 0.169 -1.022 0.991 0.133
H 1.361 0.107 -1.596 0.129
H 2.261 -3.057 -2.579 0.122
```

For the HOMO energy, the calculation gives -0.3691 Ha. As for the total charge: 0.

2 comes first in stability; the runner-up is 466.8 kJ/mol higher.